ORCA calculation (ωB97M-V/def2-TZVPD) on CH5N2OP as an isolated structure at a distorted geometry.

E = -567.135009 Ha
LUMO = 0.037 Ha
F_max = 4.51 eV/Å
gap between HOMO and LUMO = 9.647 eV
energy relative to the best compared isomer or geometry (same formula, charge and spin) = 208.80 kJ/mol
E_HOMO = -8.63 eV

Geometry (Å):
C  0.114  0.580  -1.264
N  0.070  1.276  -0.271
N  1.018  -0.677  1.048
O  -0.449  -0.603  -1.092
P  -0.425  -0.881  0.565
H  0.424  0.685  -2.274
H  0.511  2.175  -0.112
H  1.208  0.100  1.704
H  -0.747  -2.127  0.506
H  -1.724  -0.529  1.190

Atomic partial charges in e from the natural (NBO) method, atoms 1 to 8:
1 C 0.4294
2 N -0.7278
3 N -1.2965
4 O -0.7436
5 P 1.5778
6 H 0.1691
7 H 0.3879
8 H 0.3839